Formula: C7H12N2
Source: OMol25
Level of theory: ωB97M-V/def2-TZVPD

Properties
total energy: -383.36890 hartree
E_HOMO: -0.283 Eh
relative energy (zero: lowest compared OMol25 entry of this formula, charge and spin): 142.6 kJ/mol
gap between HOMO and LUMO: 8.7 eV
SMILES: Cc1c[nH]cc1N(C)C
E_LUMO: 1.0116 eV

XYZ file:
```
21
Properties=species:S:1:pos:R:3:forces:R:3:lowdin_charge:R:1
C -2.30749 -0.06324 0.16810 -1.793 0.278 0.418 -0.116
C -1.01006 1.63303 -0.33160 -0.248 -3.417 0.927 -0.069
C -1.08062 -0.56801 0.06819 0.674 -1.293 -0.361 -0.250
C -0.23155 0.52331 -0.27748 1.457 -0.370 -0.433 -0.210
C -0.81670 -2.02585 0.17641 1.383 -1.220 1.184 -0.070
C 1.75295 1.27105 0.74865 0.554 2.291 -1.366 -0.090
C 1.93028 -0.60823 -0.77250 -4.347 -1.665 2.221 -0.085
N -2.26775 1.29691 0.08311 -1.062 0.820 -1.329 0.026
N 1.21007 0.59763 -0.41261 -1.355 0.040 0.741 -0.173
H -3.25157 -0.57531 0.18214 -0.131 -0.100 0.392 0.122
H -0.63564 2.53354 -0.48055 1.000 4.232 -0.647 0.079
H -0.57383 -2.47149 -0.79908 0.545 0.137 0.346 0.076
H -0.00246 -2.22804 0.97938 -1.082 0.127 -1.623 0.102
H -1.66338 -2.64394 0.50845 -0.135 0.679 0.074 0.071
H 2.56374 0.73975 1.09598 1.986 -1.343 0.948 0.043
H 2.18466 2.27673 0.47409 -0.567 -0.681 0.257 0.099
H 1.09598 1.40875 1.57645 -0.855 0.011 0.406 0.080
H 1.91954 -1.44737 0.00628 0.266 1.159 -0.583 0.104
H 1.39439 -1.01665 -1.58918 -0.455 -0.596 -1.051 0.075
H 2.85331 -0.42492 -1.09312 3.937 0.992 -1.005 0.035
H -3.06388 1.79235 -0.31112 0.228 -0.080 0.482 0.151
```
Forces are in eV/Å.



Formula: C7H12N2
Source: OMol25
Level of theory: ωB97M-V/def2-TZVPD

Properties
total energy: -383.10186 hartree
E_HOMO: -0.314 Eh
relative energy (zero: lowest compared OMol25 entry of this formula, charge and spin): 843.7 kJ/mol
gap between HOMO and LUMO: 9.3 eV
SMILES: N[C@@H]1C[C@H]2[C@H]3CN[C@H]1[C@H]32
E_LUMO: 0.8070 eV

XYZ file:
```
21
Properties=species:S:1:pos:R:3:forces:R:3:lowdin_charge:R:1
C -1.09312 -1.21687 -0.11987 -2.418 4.158 1.170 -0.390
C -0.50445 -0.85629 -1.57447 -0.244 2.602 -2.337 -0.092
C 0.82064 0.04137 -1.33926 -0.626 0.222 0.234 -0.058
C 1.11135 1.51560 -0.31995 2.316 -3.259 -1.578 -0.074
C 0.37748 2.00561 0.87891 -0.104 6.076 4.173 -0.260
C -0.43453 0.09574 0.57223 -0.098 -1.514 -1.267 -0.343
C 0.98305 0.10322 0.10269 -1.179 -1.470 -2.056 -0.388
H 0.47362 -2.34772 0.60176 -3.955 -0.751 -0.885 0.167
H -1.40837 -2.71814 1.00910 3.819 -0.048 -1.886 0.143
H -2.28448 -1.23879 0.34751 2.768 0.663 -2.744 0.192
H -1.08886 -0.46797 -2.54732 0.423 -0.499 2.699 0.140
H -0.04941 -1.71645 -2.02108 0.100 -1.078 0.265 0.076
H 1.68738 -0.11326 -2.04760 -1.093 0.365 0.897 0.132
H 2.23430 1.55732 -0.57568 -1.817 1.520 0.766 0.144
H -0.56988 2.75421 0.87498 2.822 -0.571 -0.968 0.147
H 1.24185 2.42266 1.67444 -2.048 -0.284 -2.496 0.173
H -1.27749 1.32566 1.86190 2.866 -0.768 0.556 0.147
H -0.92674 0.78278 -0.07222 -0.778 0.455 -1.213 0.101
H 1.56417 -0.45457 0.73932 2.119 -1.064 1.247 0.123
N -0.62288 -2.44516 0.22081 1.327 -3.643 4.656 -0.037
N -0.23362 0.97105 1.73381 -4.199 -1.112 0.766 -0.043
```
Forces are in eV/Å.



Formula: C7H12N2
Source: OMol25
Level of theory: ωB97M-V/def2-TZVPD

Properties
total energy: -382.48366 hartree
E_HOMO (alpha / beta): -0.679 / -0.670 Eh
relative energy (zero: lowest compared OMol25 entry of this formula, charge and spin): 621.2 kJ/mol
gap between HOMO and LUMO (alpha / beta): 7.1 / 7.6 eV
total charge: +2
E_LUMO (alpha / beta): -11.3249 / -10.6514 eV

XYZ file:
```
21
Properties=species:S:1:pos:R:3:forces:R:3:lowdin_charge:R:1
C -1.24053 -0.94580 0.88156 2.920 4.504 -3.532 0.262
C 0.85086 -1.97040 0.79586 0.565 -0.689 1.371 0.052
C 0.37005 0.10232 -0.16661 -4.511 -2.622 3.804 0.127
C -1.01567 -3.07104 1.71954 0.000 -3.060 1.014 0.263
C 1.38263 2.13741 -1.28729 0.141 0.236 1.142 0.000
C -1.10109 1.73139 -1.10002 -3.524 1.089 0.304 -0.051
C 0.20856 1.48650 -0.51657 2.183 0.526 -0.031 -0.422
N 1.20584 -0.78717 0.29449 3.006 1.124 -3.118 0.135
N -0.51272 -1.99979 1.16967 -0.975 0.119 -0.387 -0.162
H -2.21570 -0.53649 0.58361 0.022 -1.223 0.792 0.138
H 1.52154 -2.65211 1.31965 0.071 0.206 -0.509 0.181
H -0.30661 -3.99001 1.87262 -1.700 1.784 -0.120 0.187
H -2.11210 -3.03226 1.95032 1.228 -0.424 -0.049 0.165
H 1.57251 1.49569 -2.17816 0.240 1.230 0.396 0.119
H 2.20442 2.25292 -0.57482 0.574 -0.838 -0.410 0.092
H 1.20076 3.23408 -1.38845 -0.488 -1.028 -0.923 0.124
H -1.13614 1.37954 -2.10805 -0.294 -0.959 -0.576 0.099
H -1.39903 2.81251 -1.29590 0.740 -1.127 1.042 0.145
H -1.85708 1.24044 -0.38300 0.580 0.986 -1.701 0.098
H 0.19757 1.79962 0.54195 0.096 0.566 0.306 0.196
H 2.18193 -0.68737 -0.13041 -0.873 -0.400 1.188 0.252
```
Forces are in eV/Å.



Formula: C7H12N2O2
Source: OMol25
Level of theory: ωB97M-V/def2-TZVPD

Properties
total energy: -533.77121 hartree
E_HOMO: -0.267 Eh
relative energy (zero: lowest compared OMol25 entry of this formula, charge and spin): 495.5 kJ/mol
gap between HOMO and LUMO: 7.4 eV
SMILES: [O-]/C(=N\O)[C@@H]1C[C@@H]2CC[N@H+]1C2
E_LUMO: 0.1254 eV

XYZ file:
```
23
Properties=species:S:1:pos:R:3:forces:R:3:lowdin_charge:R:1
C -2.14993 -0.72272 -0.58452 -1.180 -0.608 -1.263 -0.080
C -2.09227 0.80796 -0.13162 -2.826 -0.931 1.193 -0.264
C -1.70613 0.59004 1.37972 0.181 0.841 0.823 -0.104
C -0.79950 -0.69488 1.29841 1.034 -0.868 0.573 -0.062
C -0.02171 -0.03193 -0.99341 0.820 2.329 1.526 -0.177
C -0.92132 1.28897 -0.88189 2.277 -1.232 -2.149 -0.082
C 1.40562 -0.10088 -0.44397 -1.034 2.281 2.148 -0.606
H 3.33201 -0.50639 0.49475 -0.978 2.249 -0.408 0.090
H -2.83088 -1.40819 -0.00736 0.389 0.910 -0.702 0.145
H -2.19139 -0.94467 -1.70950 -0.495 0.666 1.560 0.161
H -3.08262 1.40027 -0.25857 1.781 -1.091 0.138 0.171
H -2.62201 0.35069 2.03077 1.316 0.405 -1.070 0.127
H -1.18298 1.51957 1.85225 -0.786 -1.762 -1.025 0.149
H 0.25472 -0.77271 1.72794 -1.387 0.837 -0.832 0.154
H -1.35511 -1.50527 1.79255 0.218 0.017 -0.432 0.118
H -0.23839 -1.82779 -0.60846 -0.938 -0.243 1.800 0.205
H 0.05171 -0.54841 -1.90220 -0.190 0.092 -2.079 0.133
H -1.14793 1.59873 -1.92528 0.074 0.197 0.850 0.134
H -0.25965 1.95505 -0.36147 -0.104 0.900 0.125 0.099
N 1.93429 0.98091 0.09547 1.570 -1.831 -1.450 0.040
N -0.77565 -1.01534 -0.20437 0.407 -0.629 0.975 -0.104
O 3.29465 0.51915 0.43986 -0.133 -0.065 0.936 -0.167
O 1.81453 -1.25530 -0.21729 -0.015 -2.463 -1.238 -0.080
```
Forces are in eV/Å.



Formula: C7H12N2O2
Source: OMol25
Level of theory: ωB97M-V/def2-TZVPD

Properties
total energy: -533.70258 hartree
E_HOMO (alpha / beta): -0.274 / -0.274 Eh
relative energy (zero: lowest compared OMol25 entry of this formula, charge and spin): 675.7 kJ/mol
gap between HOMO and LUMO (alpha / beta): 8.2 / 8.2 eV
E_LUMO (alpha / beta): 0.7068 / 0.7047 eV

XYZ file:
```
23
Properties=species:S:1:pos:R:3:forces:R:3:lowdin_charge:R:1
C 0.04893 -0.53247 -1.18479 1.474 0.032 1.538 -0.176
C -1.37064 -0.77023 -0.72115 1.373 -0.835 -0.185 -0.253
C 0.93196 0.00220 -0.05300 2.151 -3.423 -1.696 -0.115
C 0.24560 -0.57944 1.15453 -0.070 2.412 1.419 -0.304
C -1.26224 -0.43371 0.96033 -0.521 -1.244 -3.499 -0.231
C 0.43790 0.31667 2.42354 3.346 -0.365 -1.031 -0.040
C 0.32853 0.93884 -3.22805 0.530 -0.142 2.716 0.040
N -0.41008 0.20013 -2.19781 2.582 -0.848 0.713 -0.251
N -1.65482 0.00904 -2.13808 -3.600 -0.062 1.224 0.139
O -1.80474 -2.11958 -0.73629 1.148 0.898 -0.877 0.014
O -1.98338 -1.37179 1.70961 -0.659 3.619 1.312 0.022
H 2.06320 -0.28345 -0.15577 -1.985 0.302 0.369 0.148
H 0.91065 1.03191 -0.03015 -0.142 2.525 0.193 0.074
H 0.47251 -1.59864 1.38111 0.239 -0.726 -0.159 0.146
H -1.64414 0.54319 1.15853 -0.105 0.640 0.307 0.143
H -0.49676 0.17969 2.84324 -1.473 0.782 1.910 0.037
H 0.77307 1.34743 2.11815 -1.056 -0.806 0.399 0.099
H 1.24280 -0.01918 3.11239 -0.557 -0.065 -0.361 0.085
H 1.34958 1.18774 -2.77975 -1.642 0.372 -0.337 0.123
H 0.60168 0.23510 -3.96493 -0.413 -0.414 -1.479 0.077
H -0.40103 1.71741 -3.38191 0.642 0.721 -1.179 0.092
H -2.72485 -1.98725 -0.61672 -1.854 -0.473 0.122 0.083
H -1.87317 -2.19447 1.33251 0.591 -2.901 -1.420 0.046
```
Forces are in eV/Å.



Formula: C7H12N2O2S
Source: OMol25
Level of theory: ωB97M-V/def2-TZVPD

Properties
total energy: -932.01064 hartree
E_HOMO: -0.357 Eh
relative energy (zero: lowest compared OMol25 entry of this formula, charge and spin): 378.7 kJ/mol
gap between HOMO and LUMO: 10.4 eV
SMILES: CC(C)S(=O)(=O)c1ccnn1C
E_LUMO: 0.6579 eV

XYZ file:
```
24
Properties=species:S:1:pos:R:3:forces:R:3:lowdin_charge:R:1
C -0.35627 -1.67502 1.64878 -1.916 0.448 0.892 -0.016
C -1.72662 -1.79301 2.09600 2.399 -1.003 -0.167 -0.147
C -0.28345 -0.35734 1.29309 0.707 0.382 -1.808 -0.282
C 1.05734 -1.27270 -1.50310 -1.864 1.420 -1.535 -0.081
C 1.84086 1.06172 -2.08749 -2.027 -0.616 -0.227 -0.081
C -2.05089 1.49342 1.05374 2.811 0.143 2.030 0.011
C 0.77149 0.20501 -1.42536 -1.422 1.750 1.605 -0.445
N -2.37867 -0.68703 2.00140 0.003 1.394 -1.127 0.093
N -1.51087 0.17653 1.41275 -2.193 0.848 1.493 -0.151
O 0.65107 1.94892 0.53706 -0.238 0.913 -0.009 -0.327
O 2.26484 0.19925 0.83866 0.402 -1.191 -0.301 -0.275
S 0.96591 0.56217 0.36435 -0.605 1.141 0.666 0.697
H 0.40924 -2.38721 1.73082 0.799 -0.702 -0.116 0.091
H -2.19761 -2.65711 2.46895 -0.407 -0.830 0.488 0.091
H 1.44989 -1.64446 -0.59046 1.109 -0.591 0.164 0.063
H 0.09830 -1.68689 -1.66644 -0.887 -1.204 -0.098 0.074
H 1.55700 -1.26481 -2.44384 1.180 -1.439 -0.348 0.083
H 2.69933 0.49281 -1.92437 2.013 -0.181 -0.364 0.069
H 1.84846 2.03110 -1.67058 0.357 1.104 0.481 0.067
H 1.47852 1.14781 -3.10764 0.724 -0.111 -0.398 0.097
H -2.17968 2.24107 1.86308 0.028 -0.968 -0.094 0.118
H -1.28636 1.85406 0.44055 0.622 1.204 -0.967 0.029
H -2.87624 1.37244 0.49235 -3.098 -0.556 -1.548 0.051
H -0.24559 0.63929 -1.82229 1.502 -1.356 1.287 0.172
```
Forces are in eV/Å.



Formula: C7H12N2O3Si
Source: OMol25
Level of theory: ωB97M-V/def2-TZVPD

Properties
total energy: -898.60007 hartree
E_HOMO (alpha / beta): -0.305 / -0.305 Eh
relative energy (zero: lowest compared OMol25 entry of this formula, charge and spin): 162.4 kJ/mol
gap between HOMO and LUMO (alpha / beta): 8.6 / 8.6 eV
E_LUMO (alpha / beta): 0.3220 / 0.3222 eV

XYZ file:
```
25
Properties=species:S:1:pos:R:3:forces:R:3:lowdin_charge:R:1
C -0.68732 -1.00667 -2.15663 0.846 0.756 6.411 -0.033
C -0.62324 -1.36587 -0.76745 -0.236 -0.162 -3.737 -0.331
C 2.25621 -1.34072 0.63406 0.325 -0.094 -0.308 -0.504
C -0.88271 -2.82324 -0.27119 2.012 2.408 1.114 0.010
C 0.53714 0.99168 2.37799 -3.971 -2.626 -2.395 -0.109
C -1.77835 2.06427 0.18479 2.721 -1.230 0.233 -0.135
C 1.23136 2.13450 -0.54110 0.682 -1.114 1.803 -0.163
N -0.92601 -1.91404 -4.28690 0.095 -1.456 -0.603 0.175
N -0.78708 -1.72948 -3.18468 -0.709 0.442 -1.807 -0.183
O 1.92175 -1.64924 1.66206 -1.214 -1.500 3.957 0.218
O 2.63738 -1.05430 -0.38534 1.258 1.143 -3.738 0.247
O -0.32638 -0.45398 0.13553 0.024 0.154 0.641 -0.168
Si -0.10775 1.22353 0.53995 0.410 -0.605 -0.213 0.613
H -0.73391 -3.40351 -1.13219 -0.240 -1.254 -0.871 0.052
H -0.16066 -3.11668 0.53602 -0.379 0.357 -0.796 0.091
H -1.83440 -2.88385 0.19293 -1.127 -0.195 0.048 0.069
H 1.17420 1.71263 2.60339 2.822 3.331 1.272 -0.035
H -0.28815 0.91599 3.08466 -0.145 0.440 0.049 0.040
H 0.99515 0.02894 2.46108 0.436 -0.322 -0.149 -0.004
H -1.78087 2.22617 -0.86761 -0.326 0.288 -0.767 0.028
H -2.55834 1.46803 0.53475 -1.491 -0.782 0.455 0.011
H -1.65792 2.93959 0.74862 -0.401 1.684 0.594 0.010
H 0.78180 3.01269 -0.93894 -0.607 0.524 -0.855 -0.009
H 2.01258 2.61156 0.18419 -0.791 -1.448 -1.460 0.061
H 1.58551 1.41200 -1.34799 0.004 1.265 1.123 0.048
```
Forces are in eV/Å.



Formula: C7H12N2O4PS
Source: OMol25
Level of theory: ωB97M-V/def2-TZVPD

Properties
total energy: -1424.00465 hartree
E_HOMO: -0.122 Eh
relative energy (zero: lowest compared OMol25 entry of this formula, charge and spin): 299.9 kJ/mol
gap between HOMO and LUMO: 6.3 eV
SMILES: CC(C)=C=C([O-])N(C)/C(O)=N/[P@@](=O)(O)S
total charge: -1
E_LUMO: 2.9463 eV

XYZ file:
```
27
Properties=species:S:1:pos:R:3:forces:R:3:lowdin_charge:R:1
C -1.11334 0.54094 0.64155 0.021 1.117 -0.708 0.011
C -0.32435 1.56448 1.07354 -0.359 1.034 -0.632 -0.472
C 1.86152 1.56848 -0.18543 -1.342 -0.056 1.480 -0.479
C -0.46288 -1.75553 1.02540 -3.252 0.482 0.341 -0.066
C -2.73468 -1.13880 -0.42321 3.751 0.248 3.586 -0.049
C 0.37112 3.18956 -1.00187 -4.029 -0.974 4.275 -0.009
C -1.45422 -0.69974 0.38204 1.169 0.198 0.732 -0.303
N 2.26352 0.55110 0.61266 0.952 0.302 -1.534 -0.033
N 0.67335 2.10080 -0.03790 0.791 -1.293 -1.354 -0.001
O -0.35294 2.35884 2.02824 -0.092 -0.561 0.176 -0.068
O 2.62964 2.20598 -1.09820 0.164 -1.229 0.785 0.070
O 4.02860 -0.79406 1.74767 1.772 -0.904 -1.829 -0.206
O 4.73660 0.58080 -0.37593 1.208 0.704 -0.784 -0.342
P 3.69105 -0.19144 0.28553 -2.216 -0.983 1.715 0.130
S 3.34437 -2.03720 -0.68408 -1.833 0.459 0.355 0.472
H -0.74271 -2.70994 0.62620 0.332 -0.989 -0.108 0.045
H -0.65614 -1.75090 2.12342 0.249 -0.180 -0.697 0.083
H 0.53945 -1.48755 0.85503 1.120 0.349 -0.253 -0.015
H -2.36565 -1.63780 -1.22731 0.433 -1.928 -2.452 0.032
H -3.22546 -0.30098 -0.67228 -1.789 3.018 -1.086 0.021
H -3.28642 -1.67226 0.27914 -1.313 -1.542 0.705 0.047
H 0.47830 4.05037 -0.34915 -0.793 0.757 -0.339 0.091
H 1.02188 3.31885 -1.75691 1.988 -0.237 -2.608 0.027
H -0.68408 2.92932 -1.29957 0.992 1.007 0.000 0.111
H 2.01231 -1.94640 -0.16700 1.766 -0.417 -0.769 -0.156
H 3.50756 -0.33186 2.35048 -1.486 1.315 1.872 0.020
H 3.43039 1.70046 -0.91672 1.797 0.303 -0.871 0.039
```
Forces are in eV/Å.